(1)
{"formula": "C19H31F9OP2Pd", "method": "the ωB97M-V functional and the def2-TZVPD basis", "homo_lumo_gap_ev": [5.97, 5.44], "multiplicity": 5, "total_charge": 2, "species": ["P", "P", "C", "C", "H", "H", "H", "H", "C", "H", "H", "H", "C", "H", "H", "H", "C", "H", "H", "H", "C", "H", "H", "H", "Pd", "C", "C", "C", "C", "C", "C", "C", "C", "C", "H", "H", "H", "H", "H", "H", "H", "H", "H", "H", "H", "H", "H", "H", "H", "F", "C", "F", "F", "C", "O", "C", "F", "F", "F", "C", "F", "F", "F"], "positions_angstrom": [[-2.741, 0.181, 0.774], [1.891, -1.135, 0.807], [-0.829, 0.420, -0.959], [0.346, -0.396, -0.763], [-0.731, 1.516, -0.941], [-1.700, -0.026, -1.442], [0.191, -1.455, -1.047], [1.304, 0.000, -1.079], [2.972, 0.286, 0.845], [3.682, 0.428, 1.694], [2.229, 1.131, 0.813], [3.535, 0.188, -0.114], [2.504, -2.541, -0.082], [3.196, -2.111, -0.820], [1.587, -2.939, -0.541], [3.026, -3.337, 0.472], [-3.425, 1.844, 1.186], [-3.995, 1.779, 2.131], [-4.130, 2.268, 0.424], [-2.587, 2.554, 1.332], [-3.834, -0.738, -0.351], [-3.240, -1.517, -0.860], [-4.343, -0.109, -1.137], [-4.654, -1.213, 0.223], [-0.326, 0.584, 0.967], [0.604, 0.624, -3.264], [1.103, 1.674, -2.581], [0.743, 3.095, -2.930], [-0.783, 3.387, -3.113], [-1.719, 2.470, -2.415], [-2.264, 1.354, -2.968], [-1.802, 0.742, -4.242], [-0.238, 0.698, -4.477], [-1.942, -0.760, 2.275], [0.963, -0.388, -3.092], [2.028, 1.589, -1.967], [1.282, 3.366, -3.874], [1.151, 3.759, -2.139], [-0.956, 4.401, -2.704], [-1.010, 3.399, -4.187], [-2.054, 2.833, -1.442], [-3.200, 0.928, -2.588], [-2.284, 1.289, -5.093], [-2.181, -0.304, -4.303], [-0.052, -0.214, -5.079], [0.030, 1.558, -5.114], [-1.322, -1.673, 2.277], [-2.952, -1.148, 2.265], [-1.848, -0.291, 3.246], [0.125, -3.368, 3.615], [1.410, -3.257, 3.976], [1.550, -3.400, 5.339], [2.046, -4.266, 3.346], [1.948, -1.902, 3.574], [1.439, -1.601, 2.312], [1.369, -0.935, 4.584], [2.196, -0.779, 5.653], [1.190, 0.284, 4.001], [0.143, -1.329, 5.058], [3.475, -1.899, 3.651], [4.013, -2.470, 4.745], [3.977, -2.527, 2.558], [3.891, -0.599, 3.569]], "forces_ev_per_angstrom": [[0.5414, 1.7607, 0.2476], [0.1635, -0.1806, 3.2178], [1.8739, -1.3774, -1.6317], [-1.2448, -1.1940, -1.9439], [-0.0104, -0.4587, -0.2029], [0.3929, 0.1808, 0.4384], [0.0299, 0.6312, 0.1643], [-0.1768, 0.1754, 0.0518], [0.2862, 0.4487, -0.5619], [-0.7680, -0.3890, -0.6852], [0.8976, -0.2933, -0.0046], [-0.1977, 0.4765, 0.5903], [0.0209, -0.2360, -0.4457], [-0.2842, -0.3896, -0.1682], [0.6104, -0.2930, -0.2435], [-0.2807, 0.5113, 0.0909], [-0.4563, 0.0625, 0.5330], [0.2310, 0.1028, -0.2613], [0.7159, -0.7888, 0.3415], [-0.3636, -0.4592, -0.0243], [-0.6853, -0.6363, 0.0541], [-0.3316, 0.1796, 0.2327], [0.8312, -0.2250, 1.0407], [0.3882, 0.0243, -0.2593], [0.2708, 0.9291, 3.1979], [1.2580, 0.4144, -0.1280], [0.8186, 0.1391, -1.6258], [0.5293, 0.3949, 0.2082], [0.7800, 0.4504, -0.1786], [-1.3660, -0.4837, -0.7822], [-0.2296, 1.6203, -0.1209], [0.0499, -0.4769, -0.9159], [-1.3193, 0.1590, -0.9731], [-1.6006, -0.4256, -0.2594], [0.1481, 0.1703, 0.2510], [-1.0017, -0.2107, -0.0009], [-0.4200, -0.0795, 0.6926], [-0.2296, -0.3319, -0.5107], [-0.0033, -0.4441, -0.4554], [-0.0470, 0.0584, 0.3105], [-0.3649, -0.1031, -0.1817], [0.5231, 0.1046, 0.3262], [0.3922, -0.4771, 0.4820], [0.1189, 0.6921, 0.0516], [-0.0160, 0.5963, 0.2304], [0.0707, -0.2794, 0.3575], [0.0247, 0.5551, -0.8990], [-0.8102, -1.2496, 1.0780], [0.0117, 0.7211, -0.2137], [0.1825, 0.0184, 0.3824], [-0.1425, -2.2683, 1.0264], [-0.2774, -0.2088, -2.1228], [-0.0529, 0.6886, 0.5509], [0.1145, -0.5855, 0.2913], [0.0818, -0.0280, -0.9265], [-0.8555, 2.4803, 2.1232], [-1.0749, -0.2030, -1.2614], [0.2243, -1.0516, 0.5571], [1.3140, 0.7045, -0.7039], [2.1122, 0.3815, 0.0807], [-0.9306, 0.7056, -1.3547], [-0.3100, 0.3238, 0.5405], [-0.1569, -1.0337, 0.3058]]}

=====

(2)
{"formula": "C19H31N3O4", "method": "the ωB97M-V functional and the def2-TZVPD basis", "smiles": "C=C(C)CC(=O)N[C@H]1C[C@H]2CC[C@@H]([C@H]1C)N2C(=O)C(C)(C)NC(=O)OC", "homo_lumo_gap_ev": 9.72, "total_charge": 0, "species": ["C", "C", "C", "C", "C", "O", "N", "C", "C", "C", "C", "C", "C", "C", "C", "N", "C", "O", "C", "C", "C", "N", "C", "O", "O", "C", "H", "H", "H", "H", "H", "H", "H", "H", "H", "H", "H", "H", "H", "H", "H", "H", "H", "H", "H", "H", "H", "H", "H", "H", "H", "H", "H", "H", "H", "H", "H"], "positions_angstrom": [[6.334, 6.773, 0.633], [5.107, 7.011, 1.128], [4.039, 7.727, 0.321], [4.709, 6.601, 2.548], [3.849, 5.333, 2.643], [3.157, 5.149, 3.639], [3.899, 4.452, 1.636], [3.189, 3.171, 1.563], [1.715, 3.306, 1.087], [1.492, 3.117, -0.446], [2.382, 4.069, -1.265], [3.722, 3.356, -1.460], [3.576, 2.011, -0.737], [3.977, 2.071, 0.776], [5.495, 2.068, 1.064], [2.111, 1.825, -0.777], [1.556, 0.584, -0.625], [2.304, -0.401, -0.588], [-0.015, 0.353, -0.691], [-0.827, 1.071, 0.429], [-0.561, 0.835, -2.059], [-0.275, -1.110, -0.671], [-0.331, -1.928, 0.445], [-0.318, -1.580, 1.624], [-0.416, -3.198, 0.029], [-0.438, -4.252, 0.980], [7.090, 6.270, 1.219], [6.608, 7.077, -0.368], [3.763, 8.664, 0.806], [4.381, 7.966, -0.687], [3.144, 7.111, 0.232], [5.596, 6.424, 3.157], [4.172, 7.421, 3.024], [4.470, 4.698, 0.846], [3.156, 2.819, 2.600], [1.118, 2.591, 1.651], [1.314, 4.268, 1.407], [0.451, 3.214, -0.746], [1.917, 4.284, -2.228], [2.512, 5.027, -0.761], [3.922, 3.189, -2.520], [4.554, 3.944, -1.072], [4.101, 1.208, -1.261], [3.614, 1.121, 1.175], [5.989, 2.951, 0.661], [5.692, 2.039, 2.137], [5.974, 1.193, 0.622], [-0.959, 2.138, 0.274], [-1.835, 0.659, 0.502], [-0.372, 0.933, 1.410], [-0.444, 1.907, -2.208], [-0.051, 0.347, -2.892], [-1.626, 0.618, -2.162], [-0.182, -1.606, -1.539], [-0.499, -5.214, 0.471], [0.467, -4.247, 1.590], [-1.299, -4.163, 1.646]], "forces_ev_per_angstrom": [[-0.9165, 0.0545, 0.3822], [0.4420, -0.0039, -0.0575], [0.4481, -0.2076, 0.0994], [0.2889, -0.0590, -1.0042], [-0.8008, 0.2890, 1.2201], [0.1935, 0.0053, -0.2487], [0.3969, -0.3358, -1.4137], [0.0217, -0.2715, 0.3300], [-0.2789, 0.4000, -0.2293], [1.4386, 0.0271, 0.7999], [-0.3312, 0.5484, -0.0464], [0.2135, -0.1652, -0.0655], [-0.0628, 0.4706, 0.7818], [0.1054, -0.1620, -0.1223], [-0.4776, 0.2372, -0.3284], [-0.9818, -0.5488, -0.2734], [0.8335, -1.1356, -0.3428], [-0.9318, 0.8399, 0.0685], [-0.4832, -0.0687, -0.0174], [0.2861, -0.4446, 0.3212], [0.2501, -0.0455, -0.0681], [-0.1798, 0.5749, 1.0239], [0.3940, 1.2064, 0.9988], [-0.0283, -0.4496, -1.6212], [-0.0707, -0.6302, -0.6981], [0.0080, 0.0576, 0.8252], [0.0524, -0.0119, 0.0875], [-0.0200, 0.0256, -0.0876], [-0.0993, -0.0159, 0.0812], [0.0673, -0.0613, 0.0509], [-0.1338, 0.0077, 0.0930], [0.0926, -0.0877, -0.0218], [-0.2022, -0.1814, 0.0403], [0.1450, 0.1261, -0.0066], [-0.1010, 0.1468, -0.1264], [-0.0077, -0.3123, -0.2015], [0.1869, 0.2179, -0.0053], [0.0883, -0.2558, 0.1648], [-0.0156, -0.0591, 0.0166], [-0.1193, 0.0075, 0.0533], [-0.0099, 0.0141, 0.0463], [0.1092, -0.0656, -0.0221], [-0.2688, -0.0029, 0.2775], [-0.1646, 0.0072, -0.0034], [0.0825, 0.0786, -0.0153], [-0.1079, 0.0563, 0.0051], [-0.1091, -0.0292, -0.0577], [0.2236, 0.0549, -0.3122], [0.1074, -0.2170, -0.1958], [-0.0161, -0.0976, -0.1147], [0.1384, 0.0309, 0.1577], [0.1062, -0.0766, 0.0551], [0.0317, -0.1030, 0.2544], [0.1621, 0.0352, -0.0929], [0.0006, 0.3473, -0.3613], [-0.0325, 0.1274, -0.0400], [0.0367, 0.1110, -0.0333]]}

=====

(3)
{"formula": "C19H31N5O3", "method": "the ωB97M-V functional and the def2-TZVPD basis", "homo_lumo_gap_ev": 8.92, "total_charge": 0, "species": ["C", "H", "H", "H", "C", "N", "C", "O", "C", "H", "C", "N", "C", "O", "C", "C", "H", "H", "H", "H", "C", "H", "H", "C", "N", "C", "C", "O", "C", "C", "H", "H", "H", "H", "H", "H", "H", "H", "H", "H", "H", "H", "C", "H", "H", "C", "N", "C", "C", "C", "N", "H", "H", "H", "H", "H", "H", "H"], "positions_angstrom": [[-1.000, -0.132, 2.967], [-0.124, 0.564, 3.172], [-0.573, -1.044, 3.130], [-1.896, 0.071, 3.416], [-1.282, -0.240, 1.222], [-1.687, 1.196, 1.002], [-0.940, 2.013, 0.420], [-1.255, 3.298, -0.088], [0.441, 1.660, -0.373], [0.396, 0.588, -0.704], [1.477, 1.742, 0.869], [2.728, 1.317, 0.209], [3.354, 1.793, -0.813], [4.414, 1.822, -1.206], [2.408, 3.101, -1.204], [0.944, 2.548, -1.253], [1.073, 1.891, -2.282], [0.291, 3.370, -1.390], [2.931, 3.730, -2.015], [2.347, 3.882, -0.137], [3.435, -0.036, 0.542], [3.091, -0.231, 1.802], [4.553, 0.261, 0.642], [3.081, -1.082, -0.208], [1.819, -1.545, -0.433], [1.945, -2.756, 0.796], [0.494, -3.608, 0.962], [0.038, -3.764, -0.289], [-0.141, -2.935, -1.107], [1.344, -2.302, -1.371], [1.232, -1.343, -2.221], [1.961, -3.055, -1.975], [-0.387, -3.324, -2.118], [-0.804, -2.258, -0.922], [0.511, -4.343, 1.647], [-0.186, -2.486, 1.406], [2.203, -2.353, 1.592], [2.583, -3.541, 0.780], [3.907, -1.865, -0.321], [3.074, -0.551, -1.279], [1.350, 0.693, 1.728], [1.440, 2.577, 1.616], [-3.068, 1.708, 1.309], [-3.471, 0.905, 2.002], [-3.016, 2.802, 1.666], [-3.682, 1.781, -0.003], [-3.615, 0.546, -0.737], [-2.809, 0.351, -1.845], [-2.985, -0.739, -2.335], [-3.968, -1.337, -1.205], [-4.209, -0.447, -0.432], [-4.126, -2.381, -1.207], [-2.360, -1.257, -3.163], [-2.359, 1.239, -2.235], [-3.397, 2.630, -0.473], [-4.843, 2.065, 0.506], [-0.454, -0.478, 0.766], [-2.230, -0.709, 1.177]], "forces_ev_per_angstrom": [[2.9474, 1.1123, -4.9113], [-1.6439, -0.2810, -0.3650], [0.5200, -2.8127, 1.2571], [-1.9502, 0.4917, 1.3390], [-4.5523, 5.2305, 7.5822], [-0.6736, -1.2790, 1.4514], [2.9796, 8.1588, -8.5114], [-0.2188, -5.1835, 4.0180], [-2.1912, -4.8581, 9.4946], [0.2267, 0.9683, 0.4748], [-0.3283, -5.5963, 1.1347], [1.2440, -5.4442, 3.8731], [-8.5525, 9.2590, 0.7811], [8.4599, -2.5330, -3.1336], [0.3771, 0.9045, 3.7003], [3.3507, 2.8218, -9.6317], [-0.9503, 1.8532, 1.6586], [-0.7791, 0.5918, -0.5078], [-1.6071, -1.2026, 0.8869], [0.7784, -2.1415, -3.0679], [0.6372, 6.8528, 10.1673], [1.0530, 0.5170, -3.2758], [-1.9409, -1.1444, -0.6430], [2.5971, -2.8052, -10.5600], [-0.4863, -3.4181, 11.8320], [-7.2590, -2.4575, -5.6095], [0.8620, 11.4760, -0.9146], [-0.0253, -13.9015, 8.8135], [5.3189, 6.2088, -11.0113], [-2.9622, 1.4982, -9.7920], [-0.2388, -2.5951, 0.8630], [-0.2504, 0.4662, 1.3017], [-0.1011, -0.2682, 0.4484], [-4.1424, 4.8779, 1.4857], [-0.2862, -2.9972, 1.6710], [1.3057, -3.6542, -0.5302], [1.5636, 4.4454, 7.4701], [2.9675, -2.1765, -2.1114], [-0.8574, 0.7371, 0.3541], [1.4406, -0.6489, 0.8096], [-0.0275, 3.1877, -2.6911], [0.4611, -0.1711, -1.4729], [2.4740, -0.6939, 1.7263], [-0.0834, 1.4525, -0.6615], [0.0802, -1.9894, 0.1507], [-6.4531, -1.3750, 3.0629], [4.0295, 8.9784, -2.0311], [1.1269, 11.0759, 2.7665], [-1.4034, -12.1085, -2.4606], [3.8892, -5.0418, -7.8180], [-5.9200, -2.9681, 7.0826], [-1.0095, -0.7066, 0.5422], [-1.7124, 0.9464, 1.5320], [0.6928, 0.3024, 0.0057], [1.1634, 2.0988, -2.0432], [2.3865, -1.0067, -2.4994], [3.8998, -1.5283, -2.7722], [-0.2263, -1.5252, -0.7106]]}

=====

(4)
{"formula": "C19H32BGeN7Rh", "method": "the ωB97M-V functional and the def2-TZVPD basis", "homo_lumo_gap_ev": 6.32, "total_charge": 3, "species": ["Rh", "C", "C", "N", "N", "C", "B", "N", "C", "C", "C", "N", "N", "C", "C", "C", "N", "H", "H", "H", "H", "H", "H", "H", "H", "H", "H", "C", "C", "C", "C", "Ge", "C", "C", "C", "C", "H", "H", "H", "H", "H", "H", "H", "H", "H", "H", "H", "H", "H", "H", "H", "H", "H", "H", "H", "C", "C", "N", "H", "H", "H"], "positions_angstrom": [[1.302, -0.640, -0.056], [-0.524, -4.207, -0.998], [-0.479, -2.832, -1.103], [0.528, -2.387, -0.325], [1.157, -3.441, 0.238], [0.528, -4.550, -0.151], [2.388, -3.197, 1.170], [3.444, -2.417, 0.319], [4.734, -2.644, 0.062], [5.247, -1.593, -0.691], [4.189, -0.728, -0.886], [3.112, -1.240, -0.258], [1.916, -2.224, 2.260], [1.968, -2.271, 3.594], [1.538, -1.056, 4.107], [1.234, -0.288, 3.000], [1.462, -1.006, 1.882], [-1.224, -4.875, -1.471], [-1.096, -2.152, -1.666], [0.864, -5.516, 0.193], [2.827, -4.210, 1.596], [5.211, -3.540, 0.430], [6.254, -1.479, -1.056], [4.139, 0.209, -1.417], [2.313, -3.162, 4.095], [1.461, -0.770, 5.142], [0.891, 0.731, 2.952], [-2.158, 5.975, 0.490], [-1.113, 4.868, 0.592], [-1.689, 3.656, 1.326], [-0.635, 2.580, 1.791], [-0.353, 1.765, 0.087], [-1.710, 0.682, -0.760], [-2.578, -0.227, 0.109], [-3.745, -0.808, -0.691], [-4.777, 0.247, -1.081], [-1.798, 6.793, -0.131], [-2.391, 6.377, 1.475], [-3.083, 5.605, 0.045], [-0.238, 5.226, 1.139], [-0.768, 4.603, -0.414], [-2.516, 3.201, 0.764], [-2.153, 3.980, 2.263], [-1.067, 1.894, 2.517], [0.253, 3.059, 2.199], [0.509, 2.551, -0.907], [-1.338, 0.216, -1.672], [-2.273, 1.583, -1.091], [-2.976, 0.351, 0.949], [-1.973, -1.028, 0.547], [-4.216, -1.594, -0.101], [-3.357, -1.294, -1.595], [-5.057, 0.854, -0.217], [-5.686, -0.215, -1.457], [-4.410, 0.915, -1.864], [1.338, -0.013, -4.705], [1.271, -0.133, -3.263], [1.228, -0.229, -2.120], [1.695, 0.985, -4.965], [0.348, -0.173, -5.131], [2.030, -0.763, -5.091]], "forces_ev_per_angstrom": [[0.2236, -0.4201, -0.5025], [0.0044, -0.0142, 0.0006], [0.0597, 0.0015, -0.0339], [0.1143, 0.1182, 0.0135], [0.0422, 0.1097, 0.1172], [0.0132, -0.0042, -0.0206], [-0.0063, -0.0971, -0.1877], [-0.0467, 0.0515, 0.0791], [0.0225, -0.0355, 0.0200], [-0.0193, -0.0166, -0.0141], [-0.0364, 0.0113, -0.0442], [0.0143, -0.1564, 0.1140], [0.0190, 0.1399, 0.0798], [0.0367, -0.0600, -0.0159], [-0.0197, 0.0112, -0.0222], [-0.0055, 0.0889, 0.0166], [-0.0941, -0.1543, -0.1515], [-0.0009, 0.0061, -0.0018], [-0.0211, -0.0310, 0.0042], [-0.0178, -0.0030, 0.0012], [-0.0009, -0.0054, 0.0124], [0.0138, 0.0105, -0.0081], [0.0016, 0.0042, 0.0103], [0.0165, -0.0066, -0.0072], [-0.0046, 0.0128, 0.0154], [0.0116, -0.0064, 0.0022], [-0.0254, -0.0165, 0.0015], [0.0194, -0.0208, -0.0535], [-0.0483, -0.0138, 0.0195], [0.0206, -0.0542, 0.2097], [-0.0218, -0.0720, -0.0024], [-0.4749, 1.0850, 0.0156], [0.1520, -0.2281, 0.2586], [-0.0272, 0.0990, 0.0616], [-0.0214, 0.0021, -0.0687], [0.0397, 0.0345, 0.0234], [0.0206, 0.0167, 0.0347], [-0.0221, -0.0053, 0.0026], [0.0011, 0.0072, 0.0007], [0.0143, 0.0229, -0.0335], [0.0057, -0.0324, -0.0008], [0.0218, 0.0122, -0.0152], [-0.0148, 0.0236, -0.0115], [-0.0409, -0.0154, -0.0263], [0.0100, 0.0230, -0.0354], [0.1916, -0.1875, -0.0001], [-0.0439, 0.0350, -0.0453], [-0.0554, -0.1276, -0.1095], [0.0086, -0.0453, 0.0233], [0.0053, -0.0128, -0.0520], [-0.0090, 0.0382, 0.0574], [-0.0334, -0.0383, 0.0215], [-0.0262, -0.0223, -0.0043], [0.0175, -0.0162, -0.0417], [-0.0109, 0.0117, 0.0089], [0.0037, 0.0139, 0.0143], [0.0563, -0.0107, 0.0399], [-0.0327, -0.0623, 0.2896], [-0.0026, -0.0085, -0.0250], [0.0076, 0.0026, -0.0161], [-0.0052, 0.0075, -0.0185]]}

=====

Quick rundown of max |F|, same order as above: 3.38; 1.68; 16.46; 1.18 eV/Å
Quick rundown of ΔE to the lowest compared entry with this formula, charge and spin, same order as above: 4.225; 0.730; 23.873; 0.761 eV